1.
87
Properties=species:S:1:pos:R:3:forces:R:3 method="wB97M-V/def2-TZVPD" total_charge=-1 lumo_energy_ev=0.94 homo_lumo_gap_ev=4.32 total_energy_ha=-5097.56169 homo_energy_ha=-0.1243
C 2.9320 -0.3316 4.1048 -0.0929 -0.4962 0.6078
C 3.5942 0.9648 3.5866 -0.1600 -0.2198 -0.1257
C 2.7459 1.7876 2.5561 0.4039 -0.2480 0.6917
C 1.2757 1.3521 2.4184 0.0137 0.8647 -0.2162
C 0.5798 2.3000 1.3886 -0.0568 -1.0799 0.4461
C -0.6455 1.6372 0.7192 0.1305 0.7725 -0.4583
C -0.9961 2.2455 -0.6683 0.2883 0.0135 0.6507
C -0.1561 1.6258 -1.8160 -0.8418 0.5838 -0.5173
C -1.0112 0.7124 -2.7233 0.4371 -0.6648 0.5137
C -1.2947 -0.6951 -2.1063 0.1970 -0.0222 -0.7086
C -0.0344 -1.4431 -1.6456 -0.8526 0.7914 -0.2240
C 1.0792 -1.3747 -2.5080 -0.3234 -0.6913 0.9210
C 2.2351 -2.0015 -2.0949 1.2690 -0.1700 -0.4966
C 2.3257 -2.7104 -0.8814 0.4363 0.3623 -0.4668
C 1.2180 -2.7652 -0.0632 -0.1779 -0.1846 0.1223
C 0.0129 -2.1254 -0.4197 0.4664 -0.3870 0.1229
C -1.1321 -2.2156 0.5944 0.2450 -0.2226 -0.4044
C -2.4950 -2.7054 0.0289 -0.3656 -0.3501 0.4918
C -3.7478 -2.0906 0.7266 0.1859 0.1242 -0.7216
C -3.7045 -0.5635 0.9143 -0.4054 -0.0883 0.9984
C -5.0375 0.0410 1.4611 1.5852 0.5871 -0.0232
C -4.9763 1.5898 1.2875 -1.3120 0.3107 -0.0849
C -6.2742 2.1835 0.6564 1.0301 0.6159 -0.7193
C -6.6190 1.5215 -0.7163 -0.6221 -0.0421 0.7160
C -7.8544 0.5650 -0.5846 1.0004 -0.3042 -0.0182
C 3.6596 -3.3502 -0.5271 -0.3742 -0.0024 -0.0957
O 3.7499 -4.4191 0.0309 0.1229 0.6868 -0.0173
C 4.8711 -2.5317 -0.9845 -0.4084 -0.2984 0.5012
O 6.0027 -2.5237 -0.1896 -0.5333 -1.0731 -1.3779
N 6.0807 -1.3737 0.6930 -0.0359 0.8310 1.4612
O 5.2876 -1.4040 1.5291 0.1717 0.0354 -0.4485
C 4.7853 -1.8409 -2.1207 0.3960 0.1500 -0.6955
C 5.8670 -0.9420 -2.7046 -0.8952 0.4469 -0.0003
Cl 7.5081 -1.6684 -2.6953 -0.2353 0.2776 -0.0069
C 5.8557 0.5135 -2.0780 -0.3922 -0.0253 -0.3331
C 5.6734 1.6170 -3.1626 -0.0111 0.2841 0.6581
Cl 4.4713 0.7398 -0.9040 0.3598 -0.0963 -0.1591
C 3.4969 -1.9347 -2.9387 -0.2826 -0.2785 0.5915
O 3.5039 -1.9748 -4.1508 0.0915 0.4340 0.5154
H 2.1748 -0.0959 4.9967 1.7313 -1.0278 -2.6469
H 3.7322 -0.9596 4.5486 -0.3278 0.0622 -0.2642
H 2.4469 -0.9037 3.2888 0.2973 0.0912 0.2950
H 4.5631 0.7091 3.1159 -0.3143 0.1531 0.1292
H 3.8174 1.5928 4.4620 -0.1145 -0.1996 -0.2496
H 2.7550 2.8416 2.8909 -0.1013 -0.3108 -0.2178
H 3.2807 1.7771 1.5857 -0.4625 -0.0787 0.1585
H 0.8005 1.4574 3.4087 0.1627 -0.1431 -0.3047
H 1.1631 0.2945 2.1332 0.1796 0.3232 -0.1635
H 0.2332 3.1778 1.9554 0.2938 0.0524 -0.4769
H 1.3397 2.5836 0.6369 -0.4110 0.0891 0.1421
H -1.5101 1.7834 1.3849 0.2161 -0.4744 -0.0893
H -0.4308 0.5699 0.5467 -0.2547 0.2540 0.3119
H -2.0873 2.1409 -0.8236 0.4310 -0.1444 -0.2992
H -0.8123 3.3343 -0.6514 -0.0769 -0.3318 0.1571
H 0.1983 2.4650 -2.4412 0.1031 -0.4205 0.1510
H 0.7272 1.0823 -1.4432 -0.2872 0.2715 -0.0045
H -1.9854 1.1877 -2.9160 0.3572 -0.0691 -0.1473
H -0.4899 0.5425 -3.6802 -0.3176 0.2683 0.2039
H -2.0696 -0.6421 -1.3382 0.4275 0.1089 -0.0214
H -1.7228 -1.3015 -2.9307 -0.0465 0.1771 0.3848
H 1.0322 -0.8449 -3.4589 0.0913 -0.1895 0.2931
H 1.2939 -3.3015 0.8849 -0.0648 0.1300 -0.2493
H -0.8228 -2.9564 1.3494 -0.0292 0.4164 -0.1519
H -1.1790 -1.2536 1.1242 -0.2673 -0.2320 -0.2391
H -2.5811 -2.6187 -1.0626 0.1697 0.1964 0.3632
H -2.5416 -3.7913 0.2303 0.0298 0.3369 -0.2449
H -4.6321 -2.3194 0.1022 0.2778 -0.1042 0.2553
H -3.8882 -2.6181 1.6827 -0.0528 0.4245 -0.0981
H -3.4415 0.0025 0.0083 0.0136 -0.4876 0.0410
H -2.9416 -0.3272 1.6769 -0.1120 0.0821 -0.4619
H -5.0392 -0.1454 2.5456 -0.5477 -0.3424 -0.3942
H -5.8892 -0.4146 0.9397 0.0820 0.1874 0.3441
H -4.8384 2.1163 2.2461 0.1669 -0.3861 -0.2058
H -4.1471 1.9121 0.6372 -0.1187 -0.3440 0.1897
H -7.1164 2.1825 1.3632 0.1751 -0.1717 -0.2690
H -6.0317 3.2419 0.4416 -0.2638 -0.2647 0.3097
H -6.8252 2.2792 -1.4877 0.0763 -0.1383 0.3515
H -5.7150 0.9835 -1.0427 -0.3935 0.0110 -0.0653
H -8.6375 0.7753 -1.3234 0.1692 -0.1054 0.2611
H -7.4951 -0.4704 -0.7078 -0.4281 0.2366 -0.1368
H -8.2549 0.6128 0.4387 -0.1119 0.1086 -0.4439
H 5.6086 -0.7839 -3.7602 0.1990 -0.4187 0.3047
H 6.7616 0.6640 -1.4830 -0.2677 -0.0750 -0.1542
H 6.5386 2.2946 -3.1327 -0.1621 -0.3228 -0.4081
H 4.8064 2.2382 -2.8955 0.2974 -0.2290 -0.1144
H 5.4697 1.2187 -4.1640 0.3850 0.0463 0.2380
Br 1.5500 1.2761 6.1049 -1.2510 1.7578 1.9467

***

2.
131
Properties=species:S:1:pos:R:3:forces:R:3 method="wB97M-V/def2-TZVPD" total_charge=+1 lumo_energy_ev=-3.98 homo_lumo_gap_ev=7.20 total_energy_ha=-21413.18691 homo_energy_ha=-0.4106
C -0.5643 2.0060 4.7161 1.7701 -6.8143 -1.6624
C -0.2897 0.7343 4.4488 0.3543 6.5154 0.4426
N 0.5302 -0.4033 3.9206 -1.3316 1.2618 -0.0484
C 0.6582 -0.6419 2.6063 -0.8238 1.6072 -2.1804
N -0.0596 0.3162 1.6847 1.1489 -4.2835 0.7757
C 0.0861 -0.2554 0.2733 -0.2882 -0.1364 -1.8142
C -0.7537 0.6715 -0.7974 -0.7384 -1.3125 -0.0443
C -2.2559 0.0531 -1.0822 0.0409 0.7374 -0.8655
C -3.4504 0.9472 -0.4539 -0.9700 -1.0648 -0.4977
C -4.3343 0.1021 0.6371 -0.1653 0.4231 0.4184
C -4.3545 0.8832 2.0580 -0.7400 -0.6206 -0.3786
C -5.0165 -0.0281 3.2432 -0.0480 0.6014 0.4583
C -5.3490 0.8523 4.5894 1.3570 -1.2244 -0.1659
C -3.9058 1.1097 5.3268 -1.3698 -0.4633 -0.3294
O -3.8816 2.4487 5.8928 0.6426 -0.3730 -1.3697
C -3.7340 3.4757 4.8726 0.9408 0.5467 0.0041
C 1.6672 -0.3907 -0.1666 -2.1750 -0.8864 0.0157
P 2.3871 1.2733 -0.7201 2.6597 0.7564 0.7098
O 2.0993 1.6130 -2.3854 -2.2821 0.7990 2.6363
O 1.6662 2.4449 0.3288 -0.8994 -1.0077 -2.7444
C 2.5071 -1.1165 1.0533 1.0652 0.9418 -1.8852
C 3.5805 -0.1415 1.7756 -0.3391 0.1099 0.9880
P 5.2734 -0.0776 0.8516 2.9216 -1.5772 1.2185
O 6.2713 -1.0383 1.5302 -3.0739 2.6217 -1.7131
O 5.7951 1.5814 0.9918 -1.6688 -3.1001 0.5063
O 5.0826 -0.5818 -0.7743 0.3660 2.6514 2.5314
N 1.4500 -1.6766 1.9492 0.1637 1.1600 3.6847
C 1.8482 -2.8159 2.7747 -2.1537 -4.8010 -0.3159
Cl 3.0209 -2.8321 4.1908 -1.4758 1.0799 -1.5319
C 1.2038 -4.1007 2.4698 0.6237 2.3718 0.5788
C 0.1405 -4.2997 1.2646 1.1475 -0.5518 -0.4250
Cl 1.5752 -5.6250 3.4746 -1.1372 2.5688 -1.6381
H -0.8270 3.1164 4.9376 0.3156 -2.7892 -0.3317
H 1.0262 -1.0072 4.5973 -0.3601 0.3945 -0.3598
H -1.0746 0.1403 1.8974 0.9197 0.8110 0.2124
H -0.4426 -1.2980 0.2201 1.1774 1.7591 0.2133
H -0.9210 1.7421 -0.4104 0.6018 -1.5710 -0.6644
H -0.2182 0.6214 -1.8270 -0.6853 0.3321 1.9106
H -2.4109 0.0569 -2.2411 0.3960 -0.0681 2.1957
H -2.3420 -1.0557 -0.7662 0.2260 1.7931 -0.3318
H -3.0649 1.9480 -0.0333 -0.5735 -1.6009 -0.4655
H -4.1805 1.1985 -1.3224 1.4077 -0.2373 1.5371
H -5.4385 -0.0197 0.2878 1.9815 0.2723 0.5028
H -3.9316 -0.9862 0.7591 -0.5233 1.9366 -0.1312
H -3.2657 1.1919 2.2959 -1.6623 -0.4370 -0.1124
H -4.9781 1.8558 1.9050 1.1407 -1.6161 0.3756
H -6.0097 -0.5273 2.9317 1.7238 0.7762 0.0556
H -4.2513 -0.8662 3.5121 -1.4125 1.3186 -0.3976
H -5.8871 1.8286 4.3091 0.9307 -1.4724 0.5192
H -5.9864 0.2294 5.3165 0.7262 1.0789 -1.2703
H -3.1044 0.9048 4.5268 -0.8887 0.7462 1.2882
H -3.7257 0.3349 6.1814 -0.4565 1.6168 -1.4149
H -4.6649 4.1571 4.7505 1.4057 -1.4490 0.1443
H -3.3989 2.9829 3.8867 -0.7843 0.9209 1.2631
H -2.8615 4.1772 5.2045 -1.5317 -1.0934 -0.4752
H 1.7293 -1.1117 -1.0764 -0.2461 1.3326 1.4232
H 1.2970 2.2174 -2.3799 1.0201 -0.9796 -0.7333
H 0.8833 2.8838 -0.0898 0.6218 -0.4661 0.7344
H 3.1051 -2.0251 0.6264 -1.3020 1.5833 0.8465
H 3.1699 0.9296 2.0056 0.5436 -1.8995 -0.8145
H 3.8607 -0.5658 2.8298 -0.3360 0.4938 -2.0451
H 5.4639 1.8762 1.8894 0.5899 -0.3123 -1.3100
H 5.2793 0.2193 -1.3295 -0.3219 -0.7982 0.1927
H -0.5241 -5.2428 1.3847 1.1973 1.8007 0.1966
H -0.4954 -3.3688 1.0393 1.0379 -1.4430 0.6949
H 0.7866 -4.5041 0.3116 -1.1111 0.3823 1.6432
C 4.5131 5.0155 1.4636 0.2959 0.2712 -0.1359
Cl 3.7601 3.5325 2.0667 -0.1654 0.4133 0.3322
Cl 6.2222 5.0741 1.9180 -0.2315 -0.0168 -0.0667
Cl 4.3319 5.1493 -0.2945 -0.3957 0.3543 0.4838
H 4.0069 5.8636 1.9240 0.1030 -0.2437 -0.0977
C 5.1834 2.7035 -3.1394 0.0242 0.1726 -0.0787
Cl 5.4862 1.1335 -3.8999 -0.1077 0.0549 0.1051
Cl 5.8905 2.7533 -1.5190 0.1261 -0.4776 -0.6537
Cl 5.8199 4.0136 -4.1462 -0.2562 -0.6750 -0.0926
H 4.1057 2.8375 -3.0452 0.2419 -0.1009 -0.0326
C 3.1787 4.6800 -6.6315 0.0558 0.1373 -0.1334
Cl 2.0610 3.3123 -6.7628 0.1218 -0.0095 0.0774
Cl 3.6586 5.2482 -8.2369 -0.0559 -0.0834 0.2293
Cl 2.4454 5.9951 -5.7000 -0.5227 -0.3388 -0.1029
H 4.0716 4.3432 -6.1055 -0.2308 0.0721 -0.1459
C -3.0201 1.2440 -5.0450 0.0919 -0.0044 0.0138
Cl -1.8154 2.4683 -4.6204 0.2564 -0.4764 0.2610
Cl -2.3377 -0.3796 -4.8626 0.4273 0.3073 -0.0965
Cl -4.4747 1.4359 -4.0465 0.2855 0.4303 -0.0376
H -3.2992 1.3848 -6.0894 0.0431 -0.0158 0.2382
C 2.0510 -5.1735 7.4472 0.0487 -0.2378 0.0345
Cl 3.1068 -5.8156 8.7139 -0.0974 0.1104 -0.1918
Cl 0.6139 -6.1897 7.2599 0.4331 0.3030 0.0063
Cl 1.5888 -3.5024 7.8104 0.0328 0.0034 -0.0731
H 2.6010 -5.1803 6.5060 -0.1333 0.0286 0.2032
C -2.2459 5.9178 -6.2070 0.1080 0.1051 -0.1459
Cl -3.4467 4.6176 -6.1718 -0.3270 0.4363 -0.2289
Cl -0.7787 5.3844 -7.0402 -0.2434 0.0292 0.1552
Cl -2.9126 7.3616 -6.9831 0.0679 -0.1600 0.1565
H -1.9847 6.1703 -5.1796 -0.0803 -0.0665 -0.2497
C 8.7764 6.2385 -2.5871 0.0058 0.0130 -0.0135
Cl 9.2149 7.9535 -2.5976 -0.0260 -0.1566 0.0172
Cl 7.0654 6.0367 -2.1806 0.4891 0.3936 0.3935
Cl 9.1357 5.4954 -4.1530 -0.0082 0.0571 0.1555
H 9.3717 5.7368 -1.8246 -0.1514 0.1265 -0.1941
C 5.6579 8.4371 -5.7657 0.0733 0.0697 -0.1527
Cl 4.2888 9.4946 -5.3902 0.1253 -0.0968 0.0126
Cl 5.3245 6.7792 -5.2415 0.7083 0.5734 0.0505
Cl 6.0208 8.4808 -7.4972 -0.0045 -0.0043 0.2189
H 6.5307 8.7995 -5.2228 -0.2154 -0.1079 -0.1105
C -2.1135 -9.2289 7.1861 0.0092 -0.2168 0.0569
Cl -1.8873 -7.6521 6.4121 -0.3100 -0.1910 -0.0380
Cl -2.4981 -10.4644 5.9788 -0.0001 0.1602 0.1417
Cl -0.6701 -9.6836 8.1034 -0.1909 0.0890 -0.0821
H -2.9511 -9.1538 7.8792 0.2117 0.0058 -0.1827
C -4.1438 -6.0052 1.2052 -0.0598 -0.2431 0.0386
Cl -3.8098 -7.5591 0.4284 -0.0647 0.2373 0.0948
Cl -3.4761 -5.9708 2.8417 -0.0475 0.0117 -0.0621
Cl -3.4846 -4.6737 0.2437 -0.0620 0.0459 -0.0468
H -5.2243 -5.8796 1.2715 0.2735 -0.0003 -0.0300
C -5.6142 -2.7599 -5.7661 -0.1814 0.0172 -0.0660
Cl -7.3504 -3.0916 -5.8536 0.3323 0.0092 -0.0463
Cl -5.3194 -1.1672 -5.0503 -0.6382 -0.6489 -0.2662
Cl -4.7859 -4.0207 -4.8390 0.0030 0.0866 -0.0823
H -5.2134 -2.7601 -6.7796 -0.0850 -0.0149 0.2551
C 5.3571 -6.4160 2.1433 0.1313 -0.0318 -0.0965
Cl 4.2444 -7.7797 1.9516 0.0966 0.0887 0.0488
Cl 5.8892 -5.8207 0.5641 -0.0512 -0.0524 0.2128
Cl 4.5936 -5.1162 3.0724 0.7625 -0.2543 -0.2852
H 6.2325 -6.7620 2.6925 -0.2225 0.0854 -0.1336
C -9.7165 -5.9085 -7.4582 -0.0123 -0.0618 -0.0721
Cl -10.1646 -4.7341 -6.2114 -0.0763 -0.1450 -0.0600
Cl -11.0759 -6.9828 -7.8179 0.1851 0.0995 0.0688
Cl -9.1724 -5.0809 -8.9252 -0.0008 -0.0849 0.1587
H -8.8925 -6.5128 -7.0796 -0.2049 0.1656 -0.0870